Here is a cluster of 17 separate species, C84H186O18S6 in total from OMol25. Energies are from wB97M-V/def2-TZVPD.

The geometry in XYZ format:
```
294
Properties=species:S:1:pos:R:3:forces:R:3:lowdin_charge:R:1
O -5.488673 -3.538092 0.510329 1.388 0.556 -0.964 -0.3044
S -4.078367 -3.209528 0.653621 1.589 -1.280 0.350 0.6904
O -2.975854 -3.704023 -0.275589 -3.774 2.135 2.560 -0.3310
O -3.908171 -1.600868 0.923100 -0.272 -0.628 -1.445 -0.3060
C -4.961173 -0.822567 1.609035 1.294 0.543 1.159 -0.1892
C -4.196148 0.353636 2.259457 0.293 0.133 0.562 -0.0605
C -3.669669 -3.795111 2.327954 0.269 0.904 -0.656 -0.0977
H -5.340488 -1.473564 2.396704 -0.390 0.219 -0.148 0.0834
H -5.749581 -0.403797 0.983621 0.150 -0.715 -0.432 0.1268
H -3.326760 0.014780 2.822875 0.186 -0.380 -0.236 0.0699
H -4.736584 0.902226 3.030864 -0.775 -0.340 -0.115 0.0590
H -3.848703 1.158743 1.612007 -0.026 -0.397 -0.607 0.0654
H -3.010226 -3.028677 2.735171 0.461 -0.362 -0.055 0.0560
H -3.191414 -4.767070 2.206823 -0.204 0.105 0.322 0.0617
H -4.559726 -3.745449 2.955201 -0.083 -0.467 -0.310 0.0613
O -6.821488 -0.223793 4.296869 0.801 -0.530 1.341 -0.2834
S -6.011498 -0.754416 5.381514 -0.239 -0.366 0.513 0.6399
O -5.022303 -1.785695 5.101757 -0.883 1.504 0.384 -0.2981
O -5.245152 0.468079 6.133622 0.490 -2.162 -0.321 -0.2724
C -5.934551 1.674562 6.324358 0.191 2.078 0.081 -0.2808
C -4.975833 2.708749 6.949957 0.035 -0.472 -0.205 -0.0497
C -7.075235 -1.363710 6.775903 1.041 0.484 -1.374 -0.0740
H -6.762142 1.618229 7.031472 -0.344 -0.564 -0.271 0.1184
H -6.255135 1.988778 5.331077 -0.352 0.291 0.217 0.1165
H -5.408642 3.707909 6.900564 -0.051 -0.047 -0.171 0.0867
H -4.008996 2.701989 6.446693 -0.040 0.088 -0.131 0.0710
H -4.790628 2.505351 8.004673 -0.043 -0.193 0.000 0.0682
H -7.799447 -0.577160 6.987914 -0.167 -0.366 -0.114 0.0652
H -6.433598 -1.551719 7.636751 0.052 0.017 -0.207 0.0524
H -7.459086 -2.297390 6.364804 -0.404 0.182 0.273 0.0725
O 4.581637 -0.426583 6.075289 -0.238 -0.656 2.223 -0.3100
S 4.573182 -1.013855 7.414155 0.977 -0.303 1.361 0.6931
O 5.824265 -1.096527 8.213919 -2.699 0.472 -1.722 -0.3185
O 3.401226 -0.225635 8.302895 1.997 -0.160 -2.666 -0.2611
C 3.062838 -0.675002 9.581222 -0.590 -0.180 1.407 -0.3132
C 2.732348 0.529421 10.437576 -0.387 0.868 0.866 -0.0636
C 3.866935 -2.684161 7.375190 -0.021 0.616 -0.036 -0.1107
H 3.800513 -1.311174 10.070334 0.546 0.239 -0.230 0.1210
H 2.182381 -1.311552 9.493553 -0.250 0.099 -0.112 0.1030
H 3.515499 1.148553 10.875115 0.853 -0.623 -0.304 0.0778
H 2.156652 0.227474 11.312505 -0.219 -0.223 -0.081 0.0768
H 2.162443 1.312147 9.936920 -0.431 -0.476 -0.476 0.0676
H 3.670122 -3.046940 8.384024 0.300 0.255 0.065 0.0696
H 4.604047 -3.330298 6.898458 -0.179 0.114 -0.133 0.0767
H 2.898311 -2.639679 6.877301 0.234 -0.037 -0.288 0.0445
O 2.853394 -8.754749 -2.884287 -1.964 0.239 -1.363 -0.3057
S 1.812212 -8.478160 -3.871664 0.064 1.081 -0.919 0.6965
O 1.196256 -9.542927 -4.685872 1.076 2.071 1.721 -0.3084
O 0.659408 -7.583830 -3.089180 1.734 -0.850 0.149 -0.2818
C -0.480460 -7.024682 -3.764019 -0.432 -1.876 -1.221 -0.2790
C -1.038376 -5.920656 -2.970312 0.366 1.611 1.216 -0.0528
C 2.470457 -7.095825 -5.008887 -0.792 -0.904 0.959 -0.0869
H -1.187133 -7.850044 -3.850564 -0.225 0.021 -0.056 0.1257
H -0.219088 -6.760433 -4.788689 0.083 0.291 0.049 0.0888
H -0.373387 -5.057073 -2.981432 0.237 0.123 -0.133 0.0666
H -1.090338 -6.174324 -1.911521 -0.228 -0.296 -0.035 0.0739
H -2.004201 -5.509782 -3.264366 -0.025 -0.546 -0.314 0.0711
H 3.447470 -7.408741 -5.377174 -0.293 -0.107 -0.169 0.0709
H 2.561818 -6.167299 -4.445329 0.132 -0.301 0.458 0.0402
H 1.715924 -6.881954 -5.765888 0.286 -0.501 -0.229 0.0325
O 0.593530 -2.264671 7.628546 -1.978 -0.986 0.089 -0.3052
S -0.793019 -2.621896 7.347360 -1.873 1.137 -1.234 0.7314
O -1.348367 -3.977337 7.309678 1.322 2.110 0.362 -0.2917
O -1.728934 -1.691309 8.396527 2.426 -0.730 -0.519 -0.2828
C -3.106239 -1.962950 8.495169 -1.016 0.155 0.143 -0.2966
C -3.730063 -0.846225 9.357631 0.889 -0.730 -0.057 -0.0440
C -1.262090 -1.612890 5.780919 0.431 -0.973 1.527 -0.0610
H -3.253530 -2.909755 9.014738 -0.069 -0.179 -0.312 0.1194
H -3.534585 -1.999135 7.493511 -0.205 -0.112 -0.067 0.0908
H -4.814288 -0.794755 9.258090 0.088 0.002 -0.051 0.0630
H -3.253335 0.108000 9.133402 -0.234 0.055 -0.108 0.0715
H -3.466216 -1.125152 10.377763 -0.237 0.388 0.187 0.0785
H -2.289902 -1.254096 5.835355 0.048 -0.111 0.363 0.0408
H -1.168505 -2.204497 4.870231 0.538 -0.058 0.238 0.0410
H -0.543337 -0.806226 5.925086 -0.125 0.016 -0.564 0.0572
O 0.512235 -3.648477 3.422282 1.116 -0.761 0.259 -0.3090
S 1.661653 -4.486311 3.718474 1.520 -0.270 0.529 0.6944
O 1.908367 -4.954005 5.086501 -0.574 0.598 -2.515 -0.2997
O 1.639544 -5.832567 2.744062 0.797 0.867 3.157 -0.2470
C 1.174311 -5.692064 1.455629 -2.375 0.198 -1.981 -0.2858
C -0.395513 -5.712608 1.388641 0.536 0.889 0.465 -0.0451
C 3.265865 -3.641579 3.128518 -1.415 -0.828 0.281 -0.0584
H 1.503227 -6.533011 0.845121 0.435 -0.127 0.386 0.1247
H 1.605051 -4.795788 1.009241 -0.255 0.170 -0.219 0.0870
H -0.761401 -5.838807 0.369667 0.094 -0.218 0.083 0.0594
H -0.824980 -4.787442 1.772981 0.291 0.318 -0.294 0.0338
H -0.829368 -6.429907 2.085307 0.349 -0.623 -0.327 0.0846
H 3.376446 -2.728032 3.712736 -0.128 -0.056 -0.049 0.0603
H 3.189378 -3.433261 2.061353 -0.168 0.118 0.106 0.0416
H 4.092807 -4.330119 3.302248 -0.250 -0.045 0.170 0.0678
C -2.664096 4.468875 1.223018 0.626 0.709 -0.121 -0.0917
C -2.352713 5.303736 0.144532 2.144 -0.133 0.138 -0.1031
C -1.002868 5.420353 -0.304179 -1.021 -0.033 0.722 -0.0832
C 0.014365 4.728799 0.332977 0.018 -0.777 2.004 -0.0743
C -0.295567 3.934938 1.468638 -2.151 -0.783 -0.688 -0.0817
C -1.631272 3.762410 1.885301 -0.018 1.216 -1.027 -0.0910
H -3.672155 4.520170 1.607191 -0.134 -0.411 0.101 0.0948
H -2.983420 6.029045 -0.347943 -0.770 -0.419 0.253 0.0954
H -0.866569 6.169370 -1.070205 0.540 -0.176 -0.210 0.0969
H 1.087480 4.799812 0.234064 0.018 0.433 -1.052 0.0834
H 0.363570 3.237870 1.964670 0.849 0.528 -0.076 0.0787
H -1.855927 3.170357 2.760172 -0.029 -0.179 -0.002 0.0803
C 5.390266 0.376578 2.638065 0.101 0.400 0.094 -0.0720
C 4.082499 0.547207 2.226358 -0.610 1.212 2.434 -0.1064
C 3.572666 0.041682 1.088094 -0.355 -0.801 -0.679 -0.1001
C 4.432400 -0.649703 0.266350 -1.592 -0.131 -1.110 -0.1021
C 5.732861 -0.770450 0.615529 1.316 -1.270 -1.493 -0.1131
C 6.219799 -0.280057 1.774544 1.190 0.709 1.005 -0.1034
H 5.792429 0.762261 3.563226 -0.305 0.158 0.124 0.1048
H 3.391708 1.096853 2.848515 0.010 0.105 0.401 0.0996
H 2.507975 0.081299 0.911308 -0.040 0.258 -0.323 0.0876
H 4.011125 -1.025848 -0.654221 0.305 -0.327 -0.218 0.0829
H 6.462254 -1.288532 0.010573 -0.206 -0.101 -0.515 0.1079
H 7.287387 -0.312133 1.934642 0.069 -0.274 0.335 0.1099
C 3.588919 2.266139 -1.918541 0.275 -0.323 0.133 -0.1192
C 3.016618 2.772333 -3.191127 1.242 0.847 -2.047 -0.2628
C 4.131640 2.968389 -4.326994 -1.702 -0.280 0.441 -0.2165
C 4.917416 4.276475 -4.261841 1.489 -1.428 -0.676 -0.1908
C 6.234714 4.210132 -5.161622 -1.360 0.846 -0.252 -0.2570
C 7.164399 5.394849 -4.951621 -0.570 -0.028 0.653 -0.1319
H 2.796579 2.284178 -1.170228 0.469 -0.087 0.498 0.0697
H 4.475766 2.850532 -1.673424 -0.251 0.329 0.581 0.0736
H 4.001768 1.264048 -2.034600 -0.344 -0.293 0.043 0.0633
H 2.236741 2.135615 -3.608849 -0.064 -0.178 0.149 0.0859
H 2.570567 3.757965 -3.058211 -0.157 0.069 0.181 0.0880
H 3.536425 2.877130 -5.235566 0.399 0.122 -0.471 0.0832
H 4.825709 2.128277 -4.302946 0.019 -0.152 0.057 0.1001
H 4.311592 5.124362 -4.581461 0.046 0.106 0.308 0.1038
H 5.227791 4.327808 -3.218227 0.077 0.722 0.118 0.0986
H 6.771712 3.261975 -5.134564 -0.152 -0.093 0.529 0.0995
H 5.936300 4.327196 -6.203417 -0.383 -0.414 -0.211 0.0958
H 8.058847 5.278293 -5.563564 0.142 0.217 0.343 0.0705
H 6.652151 6.321719 -5.209708 0.024 0.041 -0.351 0.0683
H 7.340351 5.512083 -3.882328 0.731 -0.109 0.016 0.0666
C -6.514378 5.167596 -5.684258 -0.151 -0.219 0.182 -0.1276
C -5.285154 4.635403 -5.006824 0.162 -0.890 1.317 -0.2601
C -5.432791 4.631951 -3.430410 1.498 0.602 -0.349 -0.1900
C -4.191274 4.199419 -2.635065 0.744 -2.106 0.545 -0.2155
C -3.977419 2.641288 -2.694670 0.809 -0.621 -0.089 -0.2362
C -2.697038 2.036048 -2.005757 -0.839 0.560 -0.195 -0.0881
H -6.675414 6.220575 -5.453156 -0.149 0.012 -0.237 0.0732
H -7.334736 4.571256 -5.284901 -0.391 0.242 -0.160 0.0735
H -6.451739 4.968973 -6.754178 -0.153 0.373 -0.062 0.0713
H -5.166812 3.619451 -5.383575 0.136 -0.317 0.278 0.0795
H -4.372414 5.132202 -5.335742 0.049 0.351 0.323 0.1044
H -6.223988 4.009156 -3.013005 -0.396 -0.078 -0.641 0.1083
H -5.641614 5.650152 -3.102144 -0.274 0.212 -0.179 0.1009
H -3.219821 4.651939 -2.834062 -0.092 0.355 -0.881 0.0998
H -4.261716 4.426893 -1.571399 -0.657 0.124 0.119 0.0785
H -4.834593 2.088436 -2.310356 -0.325 0.291 0.324 0.0983
H -3.935338 2.278698 -3.721730 0.020 0.377 -0.391 0.0707
H -2.749886 2.163937 -0.924581 0.363 0.455 0.057 0.0530
H -2.588146 0.957583 -2.120444 -0.429 -0.164 -0.361 0.0423
H -1.795720 2.454402 -2.453750 0.120 0.304 0.353 0.0664
C -1.473074 0.033559 -8.694985 1.030 0.562 1.006 -0.0882
C -0.638535 0.585561 -7.449459 -0.516 0.822 -0.932 -0.2156
C -0.982331 2.085607 -7.077313 0.003 -0.464 -0.412 -0.2069
C 0.067079 2.878907 -6.277010 -0.192 -0.994 0.229 -0.2245
C -0.030046 4.407960 -6.221279 -0.469 -0.637 -0.962 -0.2709
C 1.165373 5.049137 -5.574560 -0.349 0.379 0.528 -0.1176
H -2.537321 -0.072996 -8.484887 0.038 0.063 0.165 0.0481
H -1.081046 -0.936929 -8.999216 -0.043 -0.099 0.115 0.0510
H -1.359886 0.689875 -9.557852 -0.015 0.145 0.060 0.0624
H -0.741863 -0.124037 -6.628551 -0.216 0.224 0.294 0.0815
H 0.427469 0.591583 -7.676877 0.095 -0.224 -0.345 0.0858
H -1.878210 2.092608 -6.456477 -0.378 0.083 -0.284 0.0928
H -1.182854 2.626686 -8.002040 -0.232 -0.096 -0.198 0.1017
H -0.102570 2.424594 -5.300831 0.555 0.495 0.672 0.1012
H 1.084564 2.594761 -6.545492 0.132 -0.034 -0.321 0.1023
H -0.188791 4.862930 -7.198985 0.072 -0.359 -0.446 0.1051
H -0.925584 4.711401 -5.679031 -0.064 -0.076 0.288 0.1037
H 1.162103 4.620142 -4.572535 0.524 0.574 0.307 0.0613
H 2.155506 4.944328 -6.018126 -0.184 -0.558 -0.316 0.0692
H 0.964827 6.120288 -5.597337 0.173 0.136 0.630 0.0742
C -0.688618 4.086336 5.915345 -0.611 -1.016 -0.117 -0.0942
C -0.957360 3.422584 7.333004 0.415 1.807 0.184 -0.2034
C -1.847258 4.383218 8.213469 2.314 0.094 -0.812 -0.2148
C -2.178547 3.941134 9.607290 -1.274 -3.427 -0.850 -0.2756
C -2.838838 4.872367 10.527720 0.484 2.852 0.876 -0.2679
C -1.885665 5.950921 11.076220 0.572 0.404 -0.102 -0.1122
H -0.476244 5.146926 5.780681 -0.126 0.294 1.203 0.0741
H -1.564016 3.950306 5.280311 -0.148 -0.203 -0.128 0.0440
H 0.155414 3.662007 5.371602 -0.053 -0.612 0.194 0.0411
H -1.424142 2.437686 7.318812 -0.005 -0.079 -0.610 0.0925
H 0.019492 3.298639 7.800440 -0.031 -0.105 0.236 0.0753
H -2.668997 4.590060 7.527861 -0.450 0.593 0.659 0.1017
H -1.194192 5.235399 8.401555 -0.262 0.694 -0.807 0.1074
H -2.957829 3.193425 9.459800 -0.218 -0.661 -0.052 0.0874
H -1.394702 3.317583 10.037259 0.514 0.459 0.193 0.1241
H -3.532707 5.435646 9.903724 -0.697 -0.133 0.279 0.1094
H -3.344222 4.427637 11.384996 -0.109 -0.383 -0.344 0.1101
H -2.255734 6.598505 11.871064 -0.445 -0.334 0.136 0.0648
H -0.949050 5.527348 11.438749 0.025 -0.206 0.100 0.0707
H -1.599075 6.665933 10.305022 0.053 -0.109 -0.282 0.0629
C -0.077429 0.310105 2.878921 1.534 0.414 0.541 -0.0956
C -0.391961 0.126190 1.459559 -1.257 -2.095 -2.518 -0.2777
C -0.195108 -1.334326 0.957619 0.366 -0.135 -0.429 -0.1842
C -0.465721 -1.667555 -0.563247 0.444 1.470 0.933 -0.1722
C 0.355845 -0.806214 -1.573161 -0.880 -0.060 1.502 -0.2494
C -0.035487 -1.152394 -2.967066 -0.068 -0.127 -1.372 -0.1157
H -0.546131 -0.382765 3.577746 -0.395 0.324 -0.152 0.0535
H -0.187291 1.370695 3.105156 -0.331 -0.107 0.672 0.0563
H 0.990819 0.109685 2.961217 0.307 -0.011 0.414 0.0707
H -1.463757 0.207042 1.278398 -0.168 0.934 -0.145 0.0897
H 0.166122 0.780628 0.789956 -0.116 0.387 0.197 0.0959
H -0.838451 -1.940656 1.595268 -0.175 -0.322 -0.125 0.0856
H 0.810389 -1.677992 1.200474 0.360 -0.005 0.040 0.0875
H -0.238513 -2.720620 -0.729178 -0.119 -0.098 -0.012 0.0959
H -1.522253 -1.496325 -0.769452 -0.129 -0.210 -0.059 0.0878
H 0.065402 0.238426 -1.461494 0.315 0.223 0.448 0.0942
H 1.413354 -0.905090 -1.328212 0.211 -0.031 -0.300 0.0948
H -0.920323 -0.605732 -3.293159 -0.340 -0.009 0.336 0.0568
H 0.684564 -0.845072 -3.725463 0.392 -0.290 0.058 0.0540
H -0.278344 -2.209769 -3.072297 0.222 -0.169 -0.188 0.0638
C 4.229685 4.622216 1.676902 0.243 -0.226 -1.381 -0.1176
C 3.689558 4.898533 3.041508 -0.502 0.048 0.302 -0.2719
C 4.661711 4.384386 4.051443 1.046 0.065 1.367 -0.2350
C 4.411745 4.637551 5.525742 0.017 1.017 0.157 -0.2459
C 3.314936 3.814096 6.087170 -1.123 -0.351 0.462 -0.2751
C 3.027512 4.096301 7.574180 1.132 -0.228 -0.533 -0.0898
H 4.914780 3.776664 1.615382 -0.185 -0.316 0.261 0.0699
H 4.835405 5.458543 1.327950 -0.097 0.175 -0.076 0.0777
H 3.443511 4.439944 0.944226 -0.003 0.104 -0.153 0.0518
H 3.479019 5.967594 3.071191 0.084 0.129 0.568 0.1149
H 2.742101 4.400510 3.247454 -0.228 -0.065 -0.325 0.0960
H 5.672274 4.758148 3.886632 0.110 -0.023 -0.557 0.1183
H 4.689756 3.297863 3.969056 0.237 -0.195 -0.381 0.1005
H 5.298759 4.419957 6.120683 0.313 -0.120 -0.166 0.1156
H 4.219201 5.692000 5.723666 -0.082 0.330 -0.146 0.1166
H 2.376378 3.944586 5.548480 -0.079 0.239 -0.245 0.0813
H 3.596364 2.785427 5.861923 -0.118 -0.403 0.597 0.1090
H 2.355294 3.337886 7.975469 -0.097 0.393 0.250 0.0498
H 3.972748 4.089763 8.116926 0.155 -0.604 0.207 0.0672
H 2.744591 5.134789 7.746228 -0.823 -0.095 -0.232 0.0733
C 3.986283 -5.557182 -11.340622 -0.961 0.033 1.184 -0.1040
C 3.026285 -5.916278 -10.157071 0.330 -0.354 -0.711 -0.2671
C 2.520398 -4.718179 -9.353203 0.803 0.247 -0.157 -0.2405
C 1.804180 -5.032148 -8.053622 0.571 0.169 0.649 -0.2150
C 1.109008 -3.837013 -7.326681 -0.701 -0.951 -1.700 -0.2293
C 0.112244 -4.283749 -6.285529 0.265 0.480 1.132 -0.1160
H 3.439149 -4.749207 -11.826334 0.577 0.065 -0.623 0.0663
H 4.126544 -6.423311 -11.987354 -0.180 0.157 -0.130 0.0647
H 4.975728 -5.244033 -11.007388 -0.113 0.262 0.052 0.0654
H 2.162027 -6.363398 -10.648255 -0.138 -0.376 0.213 0.1009
H 3.509866 -6.677621 -9.545031 -0.159 -0.018 0.296 0.1023
H 1.875851 -4.143315 -10.018173 -0.026 0.289 0.017 0.1136
H 3.402683 -4.125815 -9.110762 0.005 0.476 -0.069 0.1096
H 1.111793 -5.846030 -8.268785 -0.499 0.099 0.252 0.1141
H 2.550030 -5.457521 -7.382159 0.115 -0.203 0.167 0.0892
H 1.748388 -3.041734 -6.943496 0.325 -0.294 -0.139 0.0813
H 0.500947 -3.401230 -8.119435 0.025 0.491 -0.144 0.0989
H 0.585398 -4.432222 -5.314879 0.274 -0.568 0.088 0.0444
H -0.551712 -3.457730 -6.030656 -0.458 -0.063 -0.345 0.0656
H -0.440716 -5.181480 -6.561953 -0.103 0.149 -0.060 0.0789
C -3.821224 -3.536129 -4.526116 -0.103 0.002 -0.083 -0.0953
C -3.655572 -2.205611 -3.735959 0.249 -0.281 -1.147 -0.2152
C -4.082266 -0.953326 -4.555777 0.512 -1.778 1.083 -0.2204
C -5.558102 -0.971005 -4.765711 -0.844 1.861 -2.325 -0.2025
C -5.976799 0.297921 -5.600736 -0.684 0.916 0.983 -0.2476
C -5.251196 0.651999 -6.904834 0.471 -0.700 -0.158 -0.1095
H -3.110457 -3.752560 -5.323655 0.506 0.416 0.105 0.0566
H -4.771948 -3.614574 -5.053433 -0.286 0.228 0.264 0.0594
H -3.790081 -4.393217 -3.853412 0.028 0.050 0.126 0.0509
H -4.251172 -2.365739 -2.837234 0.143 0.537 0.223 0.0975
H -2.605543 -2.037779 -3.496450 -0.065 -0.427 0.451 0.0688
H -3.501309 -1.011027 -5.476250 -0.241 0.136 -0.322 0.1071
H -3.762315 -0.038623 -4.056720 -0.097 0.076 0.182 0.0912
H -5.927661 -1.785243 -5.389034 0.399 -0.478 0.183 0.1016
H -6.153868 -0.994109 -3.853225 0.248 0.102 0.183 0.1173
H -7.062739 0.275079 -5.691927 -0.166 -0.356 -0.748 0.0959
H -5.926746 1.186697 -4.971711 0.573 0.132 0.446 0.0737
H -5.502051 1.583812 -7.411686 -0.852 0.025 0.313 0.0661
H -4.180187 0.810075 -6.778105 0.198 -0.354 0.426 0.0392
H -5.351031 -0.148920 -7.637414 -0.021 -0.072 -0.144 0.0709
C 2.929061 -4.417729 -1.583371 -0.542 -0.308 -0.395 -0.1114
C 4.156661 -4.277456 -2.447101 0.759 0.250 0.059 -0.2614
C 4.256327 -3.002347 -3.336984 -0.392 -1.404 0.746 -0.1752
C 3.510708 -3.168049 -4.698426 2.108 0.880 -0.190 -0.1884
C 3.953204 -2.032751 -5.653690 0.148 -0.047 1.343 -0.2751
C 3.124689 -0.813972 -5.490529 -1.498 1.412 -1.290 -0.1301
H 2.040421 -4.151666 -2.155764 -0.349 -0.314 0.043 0.0636
H 2.895302 -3.808700 -0.680023 0.393 0.301 -0.068 0.0534
H 2.916404 -5.459419 -1.262709 -0.552 -0.049 0.061 0.0743
H 4.971207 -4.427798 -1.738556 0.581 0.686 -0.115 0.1017
H 4.302481 -5.157097 -3.074055 -0.433 -0.108 -0.285 0.0914
H 5.315325 -2.785752 -3.477377 0.019 -0.111 -0.520 0.1060
H 3.919814 -2.171875 -2.716348 -0.481 0.280 -0.308 0.0882
H 3.884811 -4.018001 -5.269152 -0.026 -0.777 0.749 0.0988
H 2.425017 -3.257420 -4.661439 -0.016 0.196 0.313 0.0900
H 4.944822 -1.623689 -5.460134 0.566 -0.955 0.266 0.1061
H 3.997255 -2.459297 -6.655791 -0.398 0.588 -0.289 0.0988
H 2.097162 -1.037280 -5.777607 -0.238 0.268 -0.418 0.0541
H 2.980889 -0.261982 -4.561691 0.695 -0.803 0.769 0.0647
H 3.542713 -0.029884 -6.121858 -0.366 0.132 -0.462 0.0749
```
Forces are in eV/Å.

The lowest unoccupied orbital energy comes out at -0.06 eV. Its HOMO energy is -9.411 eV. The calculation puts the HOMO-LUMO gap at 9.4 eV.